Entry from the OMol25 dataset: a structure of composition C5H11NO (ωB97M-V with the def2-TZVPD basis set).

Output
- Kohn-Sham gap (spin up / spin down): 9.1 / 9.1 eV
- Energy above the lowest of the compared OMol25 structures with the same formula, charge and spin: 353.4 kJ/mol

Last column: Mulliken charge in e.
Element x y z (Å)
C 2.31839 -0.33515 -0.11308  -0.8535
N 1.24026 -0.10174 -1.08385  -0.4137
C 0.19128 0.79742 -0.62666  0.2850
O 0.47042 1.44759 0.53470  -0.6579
C -0.85504 0.14970 0.15996  0.6584
C -0.98700 -1.35100 0.11592  -1.2648
C -1.94583 0.91096 0.81774  -1.3647
H 2.74866 0.59138 0.28459  0.2832
H 3.09950 -0.91690 -0.61385  0.3446
H 1.96999 -0.92319 0.74451  0.2425
H 1.64725 0.31885 -1.90625  0.2670
H -0.23888 1.33804 -1.47945  0.3973
H -1.75303 -1.76043 0.78277  0.3805
H -0.04322 -1.88058 0.21785  0.3238
H -1.30937 -1.57165 -0.92178  0.2943
H -2.93715 0.46188 0.68163  0.4464
H -1.70625 0.86869 1.88685  0.2736
H -1.90999 1.95614 0.51841  0.3583

***

Entry from the OMol25 dataset: a structure of composition C5H8O (ωB97M-V with the def2-TZVPD basis set).

Output
- Kohn-Sham gap: 9.8 eV
- Energy above the lowest of the compared OMol25 structures with the same formula, charge and spin: 207.5 kJ/mol

Last column: Mulliken charge in e.
Element x y z (Å)
C -1.95772 -0.17610 -0.46890  -1.3470
C -0.70033 -0.18602 0.33168  0.3431
O 0.29535 -1.02913 -0.24828  -0.4427
C 0.23661 1.03018 0.25041  -0.4731
C 1.25389 -0.01908 -0.00355  0.5104
C 2.48398 -0.46034 0.08053  -0.9341
H -1.72756 0.07972 -1.50605  0.3207
H -2.43897 -1.15724 -0.44719  0.3173
H -2.62996 0.57318 -0.04974  0.3525
H -0.87476 -0.48051 1.37236  0.2939
H 2.24602 -1.49988 -0.17083  0.2882
H 0.04725 1.64333 -0.63446  0.1938
H 0.36427 1.63540 1.14365  0.2700
H 3.40194 0.04649 0.35038  0.3070

***

Entry from the OMol25 dataset: a structure of composition C27H38MgN6O2 (ωB97M-V with the def2-TZVPD basis set).

Output
- Net charge: +2
- Kohn-Sham gap (spin up / spin down): 6.7 / 6.7 eV

Last column: Mulliken charge in e.
Element x y z (Å)
Mg 9.58779 8.70363 8.51341  2.1236
C 14.18472 13.96477 6.44809  -1.5812
C 13.07064 13.08883 7.06606  0.3024
C 12.12960 13.55281 7.98889  -0.3077
C 11.02375 12.78002 8.38158  0.2019
C 9.99017 13.30137 9.21634  -0.4007
N 10.05092 14.21861 10.15627  -0.0520
C 11.12148 14.44375 11.19386  -0.8473
C 11.27248 13.37400 12.26926  -0.1069
C 10.20867 13.28534 13.28264  -1.2175
N 8.96503 12.60594 12.94525  -0.0990
C 8.84468 11.42940 12.28764  -0.0956
C 9.62602 10.26845 12.46672  0.3808
C 10.17643 9.97285 13.78230  -0.6596
C 10.67621 8.74969 14.21009  -0.1532
C 11.17335 8.53130 15.62204  -1.4200
C 10.84126 7.83505 13.15663  -0.4206
C 10.41838 8.05810 11.88387  0.6860
C 10.81620 7.08665 10.96796  -0.6055
N 10.84619 7.24767 9.64428  -0.2228
C 11.58727 6.11963 8.99154  -0.7988
C 12.29105 6.68382 7.74957  -0.8608
C 11.47332 7.28364 6.57783  -0.9287
N 10.98055 8.65217 6.88713  -0.2340
C 11.85031 9.57512 6.50132  -0.4048
C 11.92606 10.92274 7.00500  0.1418
C 13.03938 11.76256 6.62538  -0.9124
C 10.97633 11.41169 7.95954  0.7206
O 10.05594 10.65790 8.43544  -0.3602
C 9.54858 9.17905 11.52094  0.6084
O 8.79943 9.17544 10.52406  -0.8708
H 14.19347 14.95826 6.90552  0.3689
H 13.92422 14.03386 5.39550  0.3586
H 15.16173 13.55126 6.53443  0.3998
H 12.26848 14.62366 8.34246  0.3458
H 9.05142 12.79388 8.97954  0.4703
H 9.15713 14.64513 10.34473  0.3658
H 10.88776 15.44071 11.68386  0.4468
H 12.08222 14.56712 10.65254  0.3216
H 12.28399 13.63098 12.69843  0.4443
H 11.46960 12.40730 11.73327  0.1043
H 9.85998 14.22247 13.55794  0.7500
H 10.61636 12.98283 14.29064  0.2615
H 8.13837 13.21451 12.91510  0.3519
H 8.09954 11.35617 11.40709  0.2709
H 10.18650 10.76017 14.51226  0.2465
H 12.22158 8.23938 15.64124  0.3610
H 10.73322 7.73320 16.16028  0.3611
H 10.94003 9.50210 16.17653  0.3097
H 11.47796 6.96394 13.37444  0.4451
H 11.06460 6.07354 11.41781  0.3904
H 11.00549 5.15014 8.76146  0.2680
H 12.41176 5.83825 9.69715  0.4941
H 12.75671 5.75164 7.30885  0.3863
H 13.07148 7.34730 8.11260  0.3746
H 10.53693 6.68684 6.47669  0.2810
H 12.03583 7.31363 5.60896  0.5309
H 12.59992 9.35874 5.67735  0.3320
H 13.99992 11.38820 6.29225  0.4028
N 8.06827 6.92680 8.77417  -0.5039
C 6.90918 6.60828 7.93496  -0.9326
C 6.18484 7.84299 7.45081  -0.5626
C 7.08144 8.62567 6.47446  -0.7360
N 7.95136 9.52874 7.27338  -0.4537
H 8.63430 6.09393 8.88444  0.1911
H 7.72151 7.09416 9.70174  0.2493
H 6.19109 5.92819 8.38722  0.4631
H 7.16674 5.93434 7.04964  0.3608
H 5.64996 8.43186 8.20833  0.3236
H 5.31136 7.53308 6.80918  0.3334
H 6.47568 9.13696 5.67178  0.4005
H 7.67451 8.01547 5.75039  0.3518
H 7.35412 10.09913 7.90344  0.2228
H 8.47185 10.05605 6.54103  0.2429

***

Entry from the OMol25 dataset: an isolated molecule of C6H9N (ωB97M-V with the def2-TZVPD basis set).

Output
- Kohn-Sham gap (spin up / spin down): 7.9 / 6.6 eV
- Energy above the lowest of the compared OMol25 structures with the same formula, charge and spin: 489.9 kJ/mol

Last column: Mulliken charge in e.
Element x y z (Å)
C 2.01128 -0.09584 0.40253  -1.3438
C -1.29153 0.98102 -0.21990  0.4700
C -0.01965 1.44855 0.06445  -0.7544
C -0.65871 -0.62397 -0.57101  -0.1793
C 0.78350 0.32572 -0.37821  0.4260
C -0.80512 -1.54700 0.43258  -0.9506
N -2.49736 1.33210 -0.05601  -0.7118
H -3.15644 0.85689 -0.66854  0.2656
H 0.29931 2.37194 0.52748  0.4522
H -0.81228 -0.98437 -1.58815  0.4466
H 0.97578 0.28806 -1.45648  0.2293
H 2.45777 -1.00408 -0.00262  0.3548
H 2.75259 0.70656 0.34484  0.3907
H 1.77796 -0.25820 1.45466  0.3048
H -0.63818 -1.25013 1.46061  0.2926
H -1.17895 -2.54723 0.25377  0.3073

***

Entry from the OMol25 dataset: a structure of composition C25H41BrN2P2Zn (ωB97M-V with the def2-TZVPD basis set).

Output
- Net charge: +2
- Kohn-Sham gap: 4.4 eV
- Energy above the lowest of the compared OMol25 structures with the same formula, charge and spin: 0.0 kJ/mol

Last column: Mulliken charge in e.
Element x y z (Å)
C -2.30006 -1.98482 -4.42832  -0.1239
C -1.31502 -2.34675 -3.49581  0.7246
C 0.02684 -2.37181 -3.93147  -0.2761
C 0.30196 -2.15847 -5.29545  -0.4795
N -0.66944 -1.85422 -6.15012  -0.5387
C -1.94179 -1.80154 -5.77301  -0.4836
C -1.68479 -2.70317 -2.14684  -0.3496
C -1.97519 -2.84834 -0.95247  -0.4050
C -2.07343 -2.96728 0.45119  0.6114
C -2.73441 -1.95370 1.13533  -0.6680
C -2.47244 -1.82583 2.52101  -0.6188
C -1.35588 -2.50975 2.91781  0.0757
C -0.79967 -3.64791 2.37013  -0.2169
C -1.26390 -3.91239 1.06519  -0.5411
Zn -1.02569 -0.35915 3.28669  0.1524
P -0.89041 1.30735 -0.54722  0.6347
H 0.83154 -2.57384 -3.22515  0.4365
H -3.33996 -1.88506 -4.10675  0.4614
H 1.31637 -2.22544 -5.65732  0.4178
H -2.70691 -1.60419 -6.51044  0.3962
H -0.94318 -4.80915 0.51634  0.5225
H -3.40106 -1.25564 0.62531  0.6310
H -0.11862 -4.30675 2.88101  0.5688
H -3.11574 -1.32798 3.23476  0.8520
C -0.74749 3.17335 -0.35767  -0.8240
C -0.12057 3.96951 -1.49074  -1.5168
H -0.15086 3.30614 0.56294  0.5092
H -1.76117 3.55033 -0.14541  0.6692
H -0.03393 5.01310 -1.16738  0.4663
H 0.89315 3.63274 -1.73536  0.2605
H -0.73566 3.97897 -2.39977  0.2556
C 0.46476 0.81827 -1.71767  -0.0142
C 0.29875 1.13067 -3.19607  -1.4119
H 0.53395 -0.27631 -1.57584  0.1971
H 1.40263 1.25285 -1.33175  0.2641
H 1.15534 0.70782 -3.73212  0.4541
H -0.59175 0.65253 -3.62065  0.1004
H 0.28833 2.20608 -3.41147  0.2647
C -2.43488 1.04498 -1.52263  0.3678
C -2.81521 2.10760 -2.54042  -1.5750
H -3.24364 0.95775 -0.77668  0.4112
H -2.34311 0.05506 -1.99330  -0.4030
H -3.77975 1.83734 -2.98259  0.4569
H -2.94952 3.09355 -2.08667  0.3472
H -2.10869 2.18877 -3.37442  0.2625
Br -0.26974 -1.57329 5.03362  -0.1670
P 1.37889 0.33570 2.25484  1.4301
C 2.43840 1.44355 1.24275  -0.1245
C 3.66222 2.03669 1.91740  -1.5178
H 1.76733 2.24953 0.90858  0.0930
H 2.73917 0.88610 0.34644  0.3232
H 4.15977 2.72795 1.23525  0.4554
H 3.41429 2.60759 2.81568  0.3089
H 4.40136 1.28204 2.20027  0.2651
C 1.82504 0.79596 4.02504  -0.6830
C 3.01392 0.12030 4.67734  -1.5075
H 0.93598 0.54248 4.63341  0.4098
H 1.91378 1.89234 4.05489  0.5910
H 3.02122 0.39032 5.73666  0.4547
H 2.96835 -0.97522 4.63528  0.2846
H 3.96626 0.44629 4.24686  0.2363
C 2.05331 -1.36010 1.92041  -0.4940
C 3.56537 -1.51509 1.76137  -1.3317
H 1.56892 -1.62929 0.96442  0.3201
H 1.64437 -2.04294 2.68234  0.2356
H 3.79112 -2.57030 1.55588  0.4294
H 3.96145 -0.93529 0.91765  0.3090
H 4.12790 -1.23461 2.65814  0.2455
N -2.21497 1.18824 2.44434  -0.7272
H -1.83784 2.11567 2.49222  0.3347
H -3.06819 1.20922 3.00379  0.3700
H -2.49750 1.09089 1.44643  0.1297

***

Entry from the OMol25 dataset: the ion C5H8NO2S with charge +1 (ωB97M-V with the def2-TZVPD basis set).

Output
- Net charge: +1
- Kohn-Sham gap: 7.5 eV
- Energy above the lowest of the compared OMol25 structures with the same formula, charge and spin: 125.6 kJ/mol

Last column: Mulliken charge in e.
Element x y z (Å)
C 2.18461 -0.95183 -0.06503  -0.3373
C 2.41421 0.26846 -0.54284  -0.3673
C -1.22898 0.00745 -0.40094  0.1598
C -0.01262 0.10385 0.47642  1.1141
C -2.23848 0.99899 -0.32828  -1.3060
N 0.79898 -1.12631 0.41543  -0.5523
O -1.33735 -0.97739 -1.19435  -0.3446
O -0.37555 0.46395 1.71599  -0.5115
S 1.05201 1.41604 -0.49131  -0.0291
H 2.77166 -1.84134 -0.18965  0.3964
H 3.14735 0.58817 -1.13808  0.4805
H -3.03291 0.89167 -1.06248  0.3850
H -2.00264 1.99026 -0.45990  0.4009
H -2.62859 1.03039 0.72376  0.3659
H -0.63388 -1.52337 -0.87851  0.4803
H 0.67833 -1.83354 1.16054  0.2543
H 0.44384 0.49454 2.25922  0.4110

***

Record order is preserved below.
Max |F|: 1.461, 2.053, 4.270, 1.990, 4.253, 3.830 eV/A
Record order is preserved below.
Total energy: -8898.034, -7360.104, -47083.940, -7853.082, -166589.676, -21726.372 eV
Record order is preserved below.
Molecular weight: 101.15, 84.12, 502.95, 95.14, 576.86, 146.19 g/mol